Record 1
{"formula": "C8H26N6O14", "method": "wB97M-V/def2-TZVPD", "elements": ["C", "N", "O", "O", "H", "H", "H", "C", "N", "O", "O", "H", "H", "H", "C", "N", "O", "O", "H", "H", "H", "C", "N", "O", "O", "H", "H", "H", "C", "N", "O", "O", "H", "H", "H", "C", "N", "O", "O", "H", "H", "H", "C", "O", "H", "H", "H", "H", "C", "O", "H", "H", "H", "H"], "coordinates": [[14.892, 8.870, 8.815], [14.525, 7.878, 9.845], [13.518, 7.251, 9.598], [15.241, 7.773, 10.841], [15.188, 8.362, 7.891], [15.747, 9.430, 9.173], [13.959, 9.482, 8.713], [10.218, 9.433, 13.194], [10.252, 10.246, 14.493], [10.509, 11.436, 14.400], [10.024, 9.672, 15.535], [9.459, 9.898, 12.567], [9.983, 8.431, 13.534], [11.225, 9.550, 12.741], [5.313, 9.571, 14.378], [5.807, 8.487, 13.428], [6.995, 8.433, 13.384], [5.018, 7.725, 12.916], [6.102, 10.321, 14.421], [5.089, 9.082, 15.355], [4.375, 10.004, 13.972], [9.161, 12.982, 5.198], [8.609, 11.619, 5.099], [8.865, 11.012, 4.060], [7.973, 11.184, 6.013], [8.845, 13.618, 4.363], [10.272, 12.898, 5.048], [8.981, 13.461, 6.155], [7.442, 11.981, 9.581], [7.418, 11.436, 10.958], [6.490, 10.758, 11.276], [8.441, 11.641, 11.619], [6.490, 11.940, 9.166], [8.194, 11.465, 8.944], [7.717, 13.058, 9.694], [11.864, 12.469, 11.872], [12.770, 11.444, 11.427], [13.042, 10.525, 12.146], [13.131, 11.608, 10.242], [11.607, 13.144, 11.059], [12.472, 13.056, 12.703], [11.144, 12.007, 12.483], [9.550, 6.329, 9.883], [9.002, 7.394, 10.718], [9.370, 6.723, 8.853], [10.638, 6.193, 10.066], [8.908, 5.389, 9.989], [8.674, 6.897, 11.484], [10.418, 9.591, 9.079], [10.453, 10.850, 8.542], [11.254, 8.967, 8.822], [10.450, 9.585, 10.187], [9.466, 9.135, 8.832], [11.378, 11.190, 8.675]], "atomic_forces_ev_per_a": [[-0.35, 0.84, -0.16], [0.90, -0.13, 0.60], [-0.09, -0.36, 0.51], [-0.99, -0.08, -1.08], [-0.47, -0.06, 0.26], [-0.17, 0.22, 0.14], [1.13, -0.37, -0.22], [0.59, 0.60, 0.84], [0.01, -0.18, -0.54], [-0.09, -0.24, 0.08], [0.02, 0.09, -0.22], [-0.02, -0.21, 0.10], [0.02, -0.05, -0.42], [-0.77, -0.31, 0.41], [-1.15, -0.08, -0.31], [-1.47, 0.78, 1.61], [1.91, -0.63, -0.74], [0.01, 0.18, -0.18], [-0.16, -0.25, 0.18], [0.39, 0.36, -0.82], [0.62, -0.39, 0.20], [1.98, 0.98, -0.45], [0.59, -0.22, -1.60], [-0.22, 0.51, 0.79], [-0.59, -0.26, 0.86], [-0.39, -0.48, 0.21], [-1.05, -0.17, 0.27], [-0.33, -0.37, 0.00], [1.83, 1.57, 0.01], [2.21, 0.04, -0.79], [-0.93, -0.42, 0.78], [-1.06, -0.08, -0.08], [-1.65, -0.40, -0.59], [-0.42, 0.26, 0.78], [0.03, -0.93, -0.16], [2.08, 2.55, 2.50], [-0.19, 0.66, -2.60], [0.60, -0.32, -0.05], [0.35, -1.04, 1.11], [-0.23, -0.42, 0.22], [-1.05, -0.92, -1.76], [-1.48, -0.40, 0.23], [-1.16, 0.53, -0.71], [0.29, -1.48, 0.32], [0.50, -0.64, 0.57], [-0.78, -0.19, -0.07], [1.21, 1.07, -0.06], [-0.09, 0.74, 0.01], [-0.51, -1.34, 2.03], [1.79, 2.20, -0.64], [0.35, -0.49, -0.71], [-0.16, 0.26, -0.21], [0.01, -0.24, -0.25], [-1.40, -0.22, -0.18]], "total_charge": 0, "e_above_lowest_kcal_mol": 4.0, "smiles": "C[N+](=O)[O-].C[N+](=O)[O-].C[N+](=O)[O-].C[N+](=O)[O-].C[N+](=O)[O-].C[N+](=O)[O-].CO.CO"}

Record 2
{"formula": "C8H27AgN9O5", "method": "wB97M-V/def2-TZVPD", "elements": ["Ag", "C", "C", "C", "O", "C", "N", "H", "H", "H", "H", "H", "H", "H", "H", "H", "H", "H", "C", "O", "N", "N", "H", "H", "H", "H", "C", "O", "N", "N", "H", "H", "H", "H", "C", "O", "N", "N", "H", "H", "H", "H", "C", "O", "N", "N", "H", "H", "H", "H"], "coordinates": [[-0.288, 0.190, 0.178], [-2.398, 3.968, 1.735], [-1.283, 3.091, 1.186], [-0.144, 2.683, 2.196], [0.871, 1.865, 1.616], [1.815, 1.542, 2.612], [-1.846, 1.866, 0.715], [-1.946, 4.899, 2.076], [-2.994, 3.627, 2.581], [-3.053, 4.243, 0.907], [-0.800, 3.473, 0.287], [-0.614, 2.197, 3.051], [0.309, 3.615, 2.534], [1.449, 1.122, 3.550], [2.227, 2.503, 2.919], [2.534, 0.956, 2.040], [-2.470, 1.527, 1.433], [-2.486, 2.191, 0.004], [2.442, -1.619, -1.148], [1.466, -1.706, -0.504], [2.655, -0.666, -1.985], [3.416, -2.467, -1.141], [3.547, -0.526, -2.438], [1.848, -0.117, -2.244], [4.270, -2.361, -1.670], [3.395, -3.171, -0.418], [0.075, -2.228, 2.602], [-0.603, -1.244, 2.293], [1.116, -2.665, 1.974], [-0.155, -2.946, 3.609], [1.304, -3.633, 2.195], [1.422, -2.198, 1.133], [0.618, -3.446, 4.024], [-0.935, -2.632, 4.169], [0.226, 1.050, -3.295], [0.275, 0.837, -2.134], [0.370, 0.069, -4.139], [0.065, 2.255, -3.871], [0.589, -0.870, -3.838], [0.472, 0.294, -5.119], [-0.116, 3.083, -3.321], [0.037, 2.238, -4.881], [-2.092, -2.262, -1.075], [-1.985, -1.331, -0.351], [-1.067, -2.948, -1.363], [-3.124, -2.561, -1.763], [-0.224, -2.658, -0.888], [-1.173, -3.832, -1.840], [-3.090, -3.347, -2.396], [-3.927, -1.950, -1.799]], "atomic_forces_ev_per_a": [[-0.01, -0.27, 0.24], [1.12, 1.49, -0.03], [1.45, -1.05, 1.12], [-0.90, 1.27, -0.79], [-1.78, 0.27, 0.42], [0.76, 0.96, -0.65], [-1.10, -0.76, -0.68], [-0.11, 0.30, 0.04], [0.20, -0.66, -0.16], [-0.18, -0.09, 0.07], [0.09, 0.83, 0.24], [0.03, -0.29, 0.14], [0.22, 0.10, 0.27], [-0.43, -0.71, -0.39], [0.71, 0.02, 0.08], [0.26, -0.22, 0.80], [-0.08, -0.56, 0.26], [-0.26, -0.63, -0.60], [2.62, 0.62, -1.97], [-5.03, -0.64, 3.17], [0.21, 3.67, -3.07], [3.14, -3.99, 1.37], [-0.43, -0.01, 0.02], [0.26, 0.50, 0.33], [-0.34, -0.04, 0.19], [0.26, 0.01, -0.23], [-0.95, 4.01, -2.75], [-0.07, 0.57, -0.25], [3.15, -1.04, -2.01], [-2.46, -3.13, 6.02], [0.61, 0.27, -0.77], [0.00, -0.47, -0.17], [-0.58, 0.05, 0.30], [0.26, -0.38, 0.32], [-0.36, 1.71, -1.44], [0.06, 0.01, 4.53], [0.46, -2.41, -3.33], [-0.12, 0.57, -0.54], [-0.18, 0.32, 0.03], [-0.01, -0.54, 0.12], [0.07, -0.27, -0.30], [-0.20, 0.83, 0.35], [0.09, 1.39, 0.01], [-0.86, 3.84, 2.99], [4.97, -3.90, -1.06], [-5.31, -1.26, -2.68], [0.26, -0.56, -0.11], [0.62, 0.17, 0.20], [-0.32, 0.38, 0.09], [0.19, -0.29, 0.21]], "total_charge": 1, "e_above_lowest_kcal_mol": 75.3}

Record 3
{"formula": "C8H27BNO13P3S", "method": "wB97M-V/def2-TZVPD", "elements": ["C", "C", "O", "B", "O", "O", "S", "O", "O", "P", "N", "H", "H", "H", "H", "H", "H", "H", "H", "H", "C", "O", "P", "O", "O", "C", "O", "C", "H", "H", "H", "H", "H", "H", "H", "H", "H", "C", "O", "P", "O", "O", "C", "O", "C", "H", "H", "H", "H", "H", "H", "H", "H", "H"], "coordinates": [[3.195, 1.070, 2.070], [1.740, 0.665, 1.841], [1.583, -0.692, 2.282], [0.384, -1.287, 2.143], [0.178, -2.551, 2.640], [-0.622, -0.611, 1.410], [-2.171, -1.010, 1.698], [-2.340, -1.189, 3.109], [-2.802, 0.495, 1.317], [-1.945, 1.849, 1.647], [-1.260, 1.939, 3.034], [3.539, 0.665, 3.017], [3.289, 2.154, 2.034], [3.765, 0.683, 1.226], [1.090, 1.333, 2.402], [1.549, 0.751, 0.771], [0.099, -2.511, 3.598], [-1.010, 1.873, 0.612], [-2.900, 2.850, 1.435], [-1.612, 2.714, 3.581], [-7.487, -3.267, -1.218], [-8.170, -2.527, -0.185], [-7.409, -2.161, 1.172], [-7.848, -3.041, 2.254], [-8.019, -0.669, 1.338], [-8.701, 0.062, 0.328], [-5.880, -1.779, 1.305], [-5.452, -1.338, 2.610], [-8.196, -3.419, -2.027], [-6.630, -2.710, -1.596], [-7.160, -4.236, -0.840], [-9.772, -0.131, 0.388], [-8.346, -0.184, -0.671], [-8.521, 1.120, 0.514], [-5.307, -2.195, 3.263], [-6.172, -0.651, 3.050], [-4.504, -0.828, 2.465], [6.681, 3.669, -3.592], [6.865, 2.564, -2.682], [6.382, 1.072, -3.081], [5.143, 0.816, -2.333], [7.686, 0.373, -2.393], [8.917, 1.021, -2.099], [6.405, 0.073, -4.332], [6.078, -1.296, -4.044], [7.058, 4.559, -3.097], [7.240, 3.514, -4.515], [5.623, 3.805, -3.819], [8.893, 1.426, -1.087], [9.142, 1.820, -2.802], [9.702, 0.269, -2.160], [5.001, -1.409, -3.955], [6.568, -1.633, -3.134], [6.442, -1.878, -4.888]], "atomic_forces_ev_per_a": [[-0.50, -0.26, -0.67], [0.98, 0.61, 0.23], [-0.46, 0.26, -0.27], [0.62, -0.08, 0.09], [-0.38, 0.33, -0.07], [-0.26, -0.04, 0.18], [-0.27, -0.30, -0.50], [0.21, 0.05, 0.21], [0.53, 0.02, -0.05], [0.44, 0.26, 0.93], [0.03, 0.27, -0.25], [0.18, 0.12, 0.03], [0.00, 0.05, 0.20], [0.40, -0.14, 0.29], [-0.32, -0.23, -0.01], [-0.35, -0.12, 0.00], [0.09, -0.34, 0.11], [-0.30, -0.08, -0.32], [-0.11, -0.17, -0.52], [-0.07, -0.22, 0.29], [-0.08, -0.16, -0.01], [2.16, -0.22, -0.84], [-2.72, 1.76, 2.52], [0.39, -0.39, -0.06], [0.00, -0.26, -0.09], [-0.04, 0.10, 0.12], [0.28, -0.70, -1.73], [0.23, 0.02, 0.18], [-0.06, 0.02, 0.05], [-0.01, 0.02, 0.03], [-0.01, 0.01, 0.00], [0.00, -0.04, -0.06], [0.01, -0.01, -0.01], [0.00, 0.00, 0.04], [-0.07, -0.05, -0.04], [-0.10, -0.02, -0.09], [-0.45, -0.06, 0.05], [-0.16, 0.13, 0.10], [-0.14, 0.34, -2.96], [0.68, -3.13, 4.65], [-0.38, 0.38, -0.50], [-0.04, 0.29, 0.01], [-0.05, -0.16, 0.16], [0.22, 2.15, -1.51], [-0.22, -0.26, -0.09], [0.00, -0.04, 0.07], [0.02, -0.01, 0.02], [0.01, 0.01, 0.01], [0.01, 0.08, -0.02], [0.01, 0.01, -0.01], [-0.03, -0.04, 0.01], [0.00, 0.08, 0.07], [0.02, 0.09, 0.03], [0.02, 0.09, -0.04]], "total_charge": 0}

Record 4
{"formula": "C8H27FN9O17PS", "method": "wB97M-V/def2-TZVPD", "elements": ["C", "N", "P", "N", "O", "S", "O", "O", "F", "H", "H", "H", "H", "H", "H", "C", "N", "O", "O", "H", "H", "H", "C", "N", "O", "O", "H", "H", "H", "C", "N", "O", "O", "H", "H", "H", "C", "N", "O", "O", "H", "H", "H", "C", "N", "O", "O", "H", "H", "H", "C", "N", "O", "O", "H", "H", "H", "C", "N", "O", "O", "H", "H", "H"], "coordinates": [[-2.499, -3.739, 4.545], [-2.597, -3.264, 3.136], [-1.331, -1.964, 2.892], [-1.471, -0.789, 4.156], [0.156, -2.714, 3.184], [-4.095, -2.498, 2.831], [-3.824, -1.200, 2.172], [-4.904, -3.359, 1.966], [-4.833, -2.151, 4.225], [-1.449, -3.967, 4.796], [-3.071, -4.656, 4.746], [-2.826, -2.993, 5.289], [-1.617, -1.178, 5.081], [-2.142, -0.071, 3.929], [0.657, -2.428, 2.421], [-7.862, -3.135, 1.580], [-9.206, -3.469, 2.116], [-10.113, -3.597, 1.326], [-9.302, -3.592, 3.316], [-7.929, -3.058, 0.500], [-7.561, -2.189, 2.019], [-7.187, -3.932, 1.869], [-0.391, 1.908, 0.816], [0.452, 1.067, 1.699], [0.874, 0.024, 1.248], [0.663, 1.481, 2.813], [-0.492, 1.416, -0.143], [-1.359, 2.019, 1.299], [0.107, 2.865, 0.706], [1.774, 5.526, -1.835], [0.635, 4.618, -1.555], [-0.478, 5.089, -1.576], [0.900, 3.461, -1.322], [1.387, 6.521, -2.021], [2.418, 5.519, -0.964], [2.293, 5.142, -2.711], [1.737, -0.073, -2.400], [2.670, 0.648, -3.302], [3.126, 0.037, -4.243], [2.912, 1.801, -3.034], [1.618, -1.089, -2.765], [2.171, -0.066, -1.404], [0.790, 0.460, -2.417], [3.842, -3.218, -5.861], [2.452, -3.455, -5.399], [1.581, -3.510, -6.236], [2.282, -3.575, -4.207], [3.837, -3.129, -6.942], [4.184, -2.300, -5.397], [4.444, -4.064, -5.543], [-0.081, 5.547, 2.885], [0.839, 6.282, 1.981], [1.294, 5.683, 1.030], [1.073, 7.431, 2.255], [-0.194, 4.533, 2.516], [0.364, 5.551, 3.876], [-1.032, 6.072, 2.880], [6.589, -0.248, -3.245], [6.653, -1.729, -3.283], [5.708, -2.305, -3.775], [7.635, -2.254, -2.818], [5.653, 0.064, -3.698], [6.637, 0.053, -2.202], [7.437, 0.139, -3.803]], "atomic_forces_ev_per_a": [[0.05, -0.75, 1.00], [-0.66, 1.23, 2.47], [1.33, 2.00, -2.02], [0.26, -2.07, -0.12], [-2.34, -0.02, 1.13], [-0.13, 1.36, -5.17], [-0.45, -2.14, 2.32], [1.02, 0.79, 3.02], [0.91, -0.89, -1.13], [-0.31, 0.05, -0.49], [0.06, 0.26, -0.38], [0.03, -0.19, -0.41], [0.09, 0.45, 0.21], [-0.16, -0.06, -0.07], [0.40, 0.06, -0.36], [0.03, 0.00, -0.24], [0.14, 0.09, -0.21], [-0.27, -0.05, -0.16], [-0.02, -0.04, 0.36], [-0.07, -0.01, 0.04], [0.05, -0.09, 0.10], [0.00, 0.09, 0.11], [-0.24, -0.03, -0.09], [-0.20, 0.14, -0.22], [0.23, -0.36, -0.07], [0.10, 0.12, 0.34], [0.05, 0.01, 0.03], [0.06, 0.01, 0.06], [-0.03, -0.01, 0.04], [0.21, 0.24, -0.25], [0.26, 0.44, -0.13], [-0.38, 0.00, 0.04], [0.07, -0.35, -0.01], [-0.08, -0.06, 0.05], [0.03, -0.09, -0.06], [-0.01, -0.12, 0.07], [-0.16, -0.33, 0.04], [-0.32, -0.22, 0.22], [0.29, -0.14, -0.38], [0.21, 0.35, 0.02], [0.07, 0.04, -0.05], [-0.08, 0.13, 0.01], [0.08, 0.09, 0.09], [0.08, 0.04, -0.36], [0.22, 0.05, -0.21], [-0.28, -0.01, -0.16], [-0.08, 0.00, 0.37], [-0.12, -0.05, 0.03], [0.00, -0.09, 0.11], [0.01, 0.10, 0.15], [-0.16, -0.29, 0.04], [-0.18, -0.12, 0.18], [0.10, -0.19, -0.15], [0.09, 0.34, 0.06], [0.07, 0.03, 0.00], [-0.05, 0.10, -0.01], [0.07, 0.08, 0.07], [-0.22, 0.35, -0.07], [-0.06, 0.31, 0.03], [-0.07, -0.31, -0.03], [0.25, -0.17, 0.09], [0.03, -0.05, 0.01], [0.13, -0.01, -0.03], [0.07, -0.05, 0.12]], "total_charge": 0, "e_above_lowest_kcal_mol": 0.0}

no.,Kohn-Sham gap (Ha),HOMO energy (hartree),maximum force (eV/A)
1,0.368,-0.3771,4.1
2,0.319,-0.3910,7.2
3,0.353,-0.3487,5.7
4,0.337,-0.3458,5.3